68
Properties=species:S:1:pos:R:3:forces:R:3 method="wB97M-V/def2-TZVPD" total_energy_ha=-3958.54413 multiplicity=1 de_lowest_kj_mol=138.6 homo_lumo_gap_ev="6.069 / 4.827" e_lumo_ev="-7.715 / -8.615" total_charge=+2
Sn 0.1306 -1.0878 -1.2852 0.083 -0.091 -0.254
Cl 6.6213 -3.2482 -1.1678 0.007 -0.019 -0.002
C 4.9283 -3.1845 -1.1380 -0.024 0.092 -0.017
C 4.1872 -4.3611 -0.7557 -0.085 -0.022 0.014
Cl 5.0343 -5.7733 -0.3572 0.010 -0.008 0.007
C 2.8112 -4.3476 -0.7119 0.113 0.005 -0.010
Cl 1.8951 -5.7164 -0.2681 -0.035 0.009 0.007
C 2.1296 -3.1521 -1.0176 0.052 -0.078 -0.001
O 0.8452 -3.0521 -0.9786 -0.108 0.008 0.087
C 2.8781 -1.9635 -1.3767 -0.003 0.204 0.011
O 2.1992 -0.8783 -1.5927 -0.009 -0.070 0.012
C 4.2801 -2.0118 -1.4562 0.052 -0.089 -0.126
Cl 5.1244 -0.6014 -1.9297 -0.058 0.012 0.080
C -1.0240 2.9038 0.2215 0.011 0.075 -0.043
C -0.9502 1.9223 1.3846 -0.007 -0.067 0.047
C 0.4778 1.4422 1.7090 0.027 -0.005 0.049
Sb 0.6449 -0.6743 1.5023 -0.062 0.060 0.054
C -0.7569 -1.4942 2.8163 -0.038 0.033 0.120
C -0.9781 -0.9014 4.0586 0.056 0.053 -0.021
C -1.8972 -1.4616 4.9320 -0.026 -0.047 -0.018
C -2.5912 -2.6087 4.5666 0.016 0.011 -0.011
C -2.3693 -3.2001 3.3305 -0.023 0.010 0.050
C -1.4531 -2.6431 2.4510 0.045 -0.037 -0.106
C 2.5417 -1.3306 2.0939 0.090 0.005 0.022
C 3.6824 -0.7913 1.5010 -0.021 0.090 0.039
C 4.9330 -1.2691 1.8617 0.008 -0.028 0.025
C 5.0415 -2.2884 2.8001 -0.010 0.025 -0.007
C 3.9035 -2.8232 3.3909 0.042 0.003 -0.020
C 2.6492 -2.3463 3.0409 -0.093 -0.071 -0.042
Sb -1.1295 2.0291 -1.7400 0.007 0.032 0.068
C -3.0754 1.2491 -1.8665 -0.067 0.027 0.038
C -3.3375 0.0798 -2.5728 0.050 -0.025 -0.032
C -4.6426 -0.3786 -2.6842 -0.001 -0.009 -0.001
C -5.6788 0.3268 -2.0895 0.005 0.034 0.018
C -5.4181 1.4964 -1.3864 -0.012 -0.058 -0.030
C -4.1172 1.9620 -1.2726 0.030 0.030 0.001
C -1.0445 3.6417 -3.0626 0.035 -0.013 -0.072
C -0.0582 4.6179 -2.9162 0.055 -0.038 0.079
C -0.0644 5.7181 -3.7553 -0.026 0.005 -0.039
C -1.0331 5.8278 -4.7470 0.000 -0.016 0.013
C -1.9994 4.8418 -4.9050 0.031 0.034 -0.005
C -2.0040 3.7365 -4.0704 -0.053 -0.075 0.021
H -0.1945 3.6112 0.2213 0.000 -0.009 -0.003
H -1.9468 3.4880 0.2550 -0.009 -0.007 -0.019
H -1.6342 1.0838 1.2037 -0.028 0.019 0.033
H -1.3581 2.4175 2.2675 0.018 0.018 -0.007
H 0.7758 1.7135 2.7208 0.007 -0.034 0.010
H 1.2232 1.8771 1.0402 -0.016 0.011 -0.010
H -0.4351 -0.0118 4.3583 -0.002 -0.007 -0.002
H -2.0684 -1.0075 5.8984 0.000 0.006 0.000
H -3.3064 -3.0446 5.2508 0.000 -0.002 0.002
H -2.9079 -4.0956 3.0520 -0.001 -0.003 -0.004
H -1.2791 -3.1180 1.4907 -0.005 -0.003 0.017
H 3.6092 0.0066 0.7700 0.003 -0.006 -0.032
H 5.8211 -0.8452 1.4104 -0.001 -0.001 0.000
H 6.0183 -2.6596 3.0804 0.001 -0.005 -0.004
H 3.9927 -3.6096 4.1280 -0.003 -0.004 0.005
H 1.7648 -2.7689 3.5038 0.000 0.008 0.007
H -2.5369 -0.4744 -3.0507 -0.023 0.016 -0.006
H -4.8491 -1.2828 -3.2407 -0.002 -0.003 0.000
H -6.6952 -0.0319 -2.1784 -0.002 -0.001 -0.001
H -6.2281 2.0497 -0.9310 0.000 0.002 0.006
H -3.9359 2.8849 -0.7349 0.006 0.005 0.004
H 0.7074 4.5333 -2.1534 -0.007 0.003 -0.002
H 0.6866 6.4876 -3.6412 0.003 0.000 0.001
H -1.0306 6.6862 -5.4050 -0.001 0.002 0.000
H -2.7478 4.9333 -5.6800 -0.004 -0.003 -0.001
H -2.7607 2.9706 -4.1932 0.002 0.003 -0.002